(1)
20
Properties=species:S:1:pos:R:3:mulliken_charge:R:1 method="wB97M-V/def2-TZVPD" relative_energy_kcal_mol=124.7 charge=0 largest_force_ev_per_a=5.132 lumo_ev=-0.175
S 3.423 0.306 -0.040 -0.26
S -1.940 -0.492 -0.915 -0.08
O 0.667 0.315 -1.109 -0.33
C 2.286 -1.033 -0.153 -0.76
C 0.797 -0.711 -0.088 -0.31
C -2.645 -0.567 0.857 -0.72
C -0.790 1.765 0.184 -0.80
C -0.677 0.813 -0.940 0.16
H 2.515 -1.518 -1.132 0.34
H 2.675 -1.798 0.551 0.41
H 4.826 -0.625 -0.787 0.13
H -0.367 2.912 0.004 0.27
H -3.375 -1.442 0.685 0.29
H -1.838 -0.855 1.577 0.23
H -2.158 1.839 0.548 0.17
H -2.897 0.390 1.150 0.30
H 0.145 -1.609 -0.536 0.30
H -0.867 1.361 -1.927 0.28
H 0.484 -0.277 0.882 0.19
H -0.263 1.228 1.188 0.19

***

(2)
18
Properties=species:S:1:pos:R:3:mulliken_charge:R:1 method="wB97M-V/def2-TZVPD" relative_energy_kcal_mol=0.0 charge=+2 largest_force_ev_per_a=1.307 lumo_ev=-14.197
In 2.116 2.030 -1.695 1.04
O -2.545 3.050 -1.042 -0.33
O -0.398 3.506 -1.597 -0.34
O -0.934 1.519 -1.317 -0.31
O 1.429 -0.200 -0.162 -0.52
N 0.321 -1.502 1.294 -0.09
C -0.216 -1.688 -1.093 -0.98
C -1.343 2.702 -1.322 0.85
C 1.168 -1.238 2.407 -0.76
C 0.531 -1.035 0.062 0.83
H -0.453 -2.144 1.433 0.28
H 1.927 -0.493 2.204 0.32
H 0.554 -0.938 3.269 0.32
H 0.475 -2.302 -1.666 0.31
H 1.655 -2.154 2.773 0.34
H -1.076 -2.238 -0.713 0.36
H -2.617 4.027 -1.091 0.39
H -0.595 -0.904 -1.745 0.30

***

(3)
12
Properties=species:S:1:pos:R:3:mulliken_charge:R:1 method="wB97M-V/def2-TZVPD" relative_energy_kcal_mol=18.4 smiles="CC(=O)CC=O" charge=0 largest_force_ev_per_a=0.510 lumo_ev=0.696
O -0.121 1.736 0.258 -0.54
O -2.664 -1.349 -0.118 -0.47
C -1.949 -0.430 0.197 0.00
C 0.323 0.625 0.060 0.59
C -0.472 -0.594 0.509 -0.38
C 1.666 0.419 -0.606 -1.05
H 1.810 -0.602 -0.969 0.31
H 1.767 1.132 -1.429 0.33
H -0.113 -1.539 0.093 0.27
H -2.325 0.609 0.276 0.38
H -0.375 -0.651 1.604 0.29
H 2.452 0.646 0.126 0.27

***

(4)
114
Properties=species:S:1:pos:R:3:mulliken_charge:R:1 method="wB97M-V/def2-TZVPD" spin_multiplicity=2 relative_energy_kcal_mol=0.0 charge=0 largest_force_ev_per_a=3.056 lumo_ev="0.594 / 0.304"
P -3.792 1.904 1.737 0.48
O -5.197 -2.083 1.828 -0.51
O -1.756 3.383 4.641 -0.65
N -2.317 2.256 -2.822 0.42
N 3.657 -0.603 1.465 0.24
N 5.504 -4.394 -4.412 0.16
N -1.702 2.171 5.051 0.71
C -1.718 3.163 -5.144 -1.03
C -3.761 2.319 -2.965 -0.59
C -3.920 2.750 5.844 -1.77
C -5.373 2.651 2.332 -0.50
C -1.971 0.053 -4.083 -1.29
C 4.451 -1.510 -0.796 -0.39
C -4.804 -1.215 2.515 -0.27
C 3.804 -1.744 0.575 -0.90
C -3.341 4.513 0.767 -1.77
C -0.836 1.305 4.249 1.87
C -0.211 0.132 5.026 -2.06
C 6.100 -5.719 -4.405 -0.74
C -1.737 0.924 -2.842 -0.31
C -2.646 3.317 1.440 0.19
C -1.499 0.756 2.958 -2.41
C -3.060 0.684 2.959 2.86
C -1.621 3.256 -3.616 -0.69
C 5.788 -6.656 -5.580 -0.97
C 6.125 -3.431 -5.307 -0.67
C 2.876 0.504 0.947 -0.63
C 4.871 -0.176 2.144 -0.70
C 3.383 -5.163 -3.350 -1.45
C 5.956 0.523 1.315 -1.00
C -3.673 0.697 4.387 -2.62
C 5.918 -3.606 -6.817 -0.99
C -3.376 -0.730 2.367 -1.08
C -2.856 0.761 6.758 -1.86
C 0.364 2.177 3.796 -1.54
C 4.054 -4.355 -4.452 -0.47
C -6.556 1.676 2.396 -1.34
C 1.492 0.098 0.464 -1.39
C -2.991 1.588 5.455 1.25
C -4.504 1.457 -1.954 -1.45
H -1.122 1.297 2.098 0.12
H 0.722 2.784 4.618 0.44
H 5.313 -1.041 2.647 0.40
H -3.427 3.425 6.536 0.45
H 5.755 -2.439 -5.028 0.34
H -2.111 0.379 -1.970 -0.04
H -4.723 0.958 4.391 0.28
H -4.765 2.311 6.363 0.50
H 4.573 0.501 2.951 0.35
H -3.997 4.959 1.509 0.43
H -2.097 1.221 7.386 0.39
H -2.000 4.237 -3.311 0.40
H -5.581 1.597 -2.072 0.47
H 2.813 -2.177 0.414 0.39
H 0.924 -0.385 1.262 0.24
H -7.502 2.180 2.216 0.42
H 6.216 -2.693 -7.336 0.41
H 3.656 -4.695 -5.421 0.30
H 6.018 -7.686 -5.299 0.37
H -4.073 3.356 -2.811 0.48
H -5.630 3.405 1.596 0.53
H 0.140 0.509 5.984 0.33
H -0.930 -0.670 5.177 0.38
H 5.799 -6.221 -3.481 0.38
H 6.674 1.002 1.983 0.41
H -2.616 5.281 0.536 0.47
H 5.537 -1.469 -0.726 0.29
H 0.940 0.985 0.147 0.37
H -6.446 0.926 1.614 0.27
H 4.099 -0.595 -1.275 0.27
H -4.244 3.330 4.989 0.22
H -0.661 1.009 -2.664 0.45
H -5.316 3.179 3.286 0.28
H 3.734 -3.316 -4.332 0.46
H 1.139 1.507 3.441 0.23
H 2.301 -5.036 -3.411 0.42
H 1.534 -0.578 -0.391 0.44
H 6.531 -4.412 -7.218 0.22
H 6.394 -6.425 -6.455 0.29
H -3.629 -0.330 4.748 0.78
H -2.739 2.996 -5.486 0.27
H -4.231 1.737 -0.935 0.22
H -3.172 -0.701 1.302 0.26
H 3.588 -6.230 -3.438 0.36
H 7.198 -3.402 -5.099 0.40
H -3.905 4.199 -0.106 0.27
H -4.301 0.393 -2.088 0.35
H 0.630 -0.246 4.467 0.62
H -5.503 -0.822 3.271 0.43
H -2.478 -0.231 6.539 0.41
H -4.094 2.040 -3.977 0.26
H -1.085 2.371 -5.542 0.23
H 3.706 -4.826 -2.364 0.29
H -2.751 -1.484 2.841 0.67
H -1.862 3.000 0.756 0.29
H -0.565 3.258 -3.329 0.37
H 3.390 1.030 0.128 0.22
H 7.184 -5.612 -4.311 0.37
H 4.355 -2.528 1.101 0.37
H 4.737 -6.624 -5.869 0.25
H 2.746 1.235 1.750 0.60
H 6.516 -0.185 0.705 0.23
H -2.136 3.703 2.326 0.28
H -2.998 0.115 -4.446 0.25
H -1.300 0.320 -4.899 0.32
H 4.209 -2.342 -1.463 -0.11
H -1.371 4.098 -5.590 0.41
H -1.774 -0.994 -3.840 0.42
H -3.799 0.700 7.282 0.42
H -1.128 -0.255 2.837 0.32
H 5.548 1.296 0.664 0.27
H 0.079 2.805 2.964 0.34
H 4.876 -3.803 -7.073 0.27
H -6.638 1.180 3.356 0.26

***

(5)
19
Properties=species:S:1:pos:R:3:mulliken_charge:R:1 method="wB97M-V/def2-TZVPD" spin_multiplicity=3 relative_energy_kcal_mol=6.8 charge=-1 largest_force_ev_per_a=6.977 lumo_ev="3.789 / 2.280"
O 2.408 -0.040 1.085 -0.72
O 2.561 -1.697 -0.281 -0.80
O -1.637 -3.152 0.177 -0.57
N -1.560 -1.924 -0.066 0.23
N 1.988 -0.604 0.041 0.93
C -1.061 -0.994 0.691 -0.73
C -0.147 1.355 0.512 -1.06
C 1.285 -0.012 -0.936 -0.70
C 0.778 1.365 -0.675 -0.67
C -1.374 0.411 0.289 -0.22
H 0.358 0.993 1.289 0.54
H 0.421 1.844 -1.528 0.42
H 1.708 2.011 -0.227 0.24
H -0.470 2.370 0.656 0.42
H -0.415 -1.163 1.529 0.55
H 0.938 -0.447 -1.837 0.44
H -2.253 0.869 1.000 0.21
H -1.589 0.497 -0.752 0.27
H -1.938 -1.682 -0.966 0.22

***

(6)
67
Properties=species:S:1:pos:R:3:mulliken_charge:R:1 method="wB97M-V/def2-TZVPD" charge=0 largest_force_ev_per_a=15.486 lumo_ev=-0.215
Cl 0.600 -7.393 1.991 -0.15
Cl 1.930 -3.840 -0.535 -0.21
Cl -1.959 -1.707 2.420 -0.04
Cl 0.216 -0.903 4.188 -0.14
Cl -1.511 5.338 -1.502 -0.05
Cl 7.004 -2.098 -1.008 -0.16
Cl -2.559 -0.223 -2.369 -0.06
Cl -0.403 2.633 -6.963 -0.17
Cl -0.176 -5.165 3.703 -0.17
Cl -2.845 3.675 -5.759 -0.15
Cl -3.502 -0.859 -5.053 -0.19
Cl 4.561 -1.057 0.196 -0.11
Cl -0.682 5.602 -4.284 -0.18
Cl 6.284 -5.428 0.325 -0.13
Cl 5.341 -6.064 -2.359 -0.14
Cl 2.239 -2.448 2.007 -0.15
S -1.215 0.324 -0.403 0.86
P -0.718 4.827 0.563 0.72
O 0.074 -0.132 0.616 -0.06
O -0.773 0.442 -1.913 -0.51
O 0.240 5.769 -0.328 -0.67
O -0.279 5.103 2.225 -0.51
O -2.353 5.316 0.152 -0.53
O -2.454 -0.605 -0.332 -0.60
C 0.938 2.339 0.833 -0.72
C 1.234 0.763 0.490 -0.27
C 5.156 -6.396 -0.633 -0.13
C -1.216 -1.925 4.009 0.23
C 5.585 -2.481 -0.026 -0.12
C -3.686 -1.190 -3.327 -0.48
C -1.821 2.250 -5.981 0.25
C -1.680 6.276 -2.990 -0.47
C -0.361 2.983 0.060 -0.43
C -2.577 2.154 1.498 -0.44
C -1.735 1.834 2.866 -0.17
C -1.719 2.066 0.107 -0.15
C 0.363 -6.848 3.656 -0.35
C 1.260 -3.592 1.082 0.56
H -3.029 3.249 1.594 0.26
H -1.274 2.812 3.371 0.11
H 0.245 -3.199 0.991 0.09
H -3.489 -2.250 -3.145 0.29
H -2.401 1.471 -6.482 0.18
H -2.433 2.490 -0.750 0.50
H -4.708 -0.948 -3.025 0.29
H 1.899 2.955 0.488 0.42
H 1.308 -6.934 4.196 0.27
H -1.367 7.306 -2.800 0.29
H -1.942 -1.658 4.781 0.39
H 5.354 -7.456 -0.451 0.33
H -0.922 -2.971 4.124 -0.30
H -1.123 5.104 2.765 0.35
H 4.134 -6.154 -0.331 0.11
H -2.344 6.335 0.099 0.48
H -0.832 1.093 2.734 -0.34
H -1.491 1.893 -5.002 -0.14
H -0.051 3.051 -1.092 0.50
H 2.039 0.372 1.281 0.17
H -2.467 1.375 3.676 0.27
H -2.727 6.261 -3.303 0.28
H 0.815 2.574 1.981 0.29
H -3.513 1.418 1.482 0.36
H 5.915 -2.838 0.952 0.33
H 5.005 -3.261 -0.527 0.04
H 1.239 -4.549 1.609 -0.30
H -0.393 -7.477 4.132 0.33
H 1.750 0.596 -0.568 0.33

***

(7)
15
Properties=species:S:1:pos:R:3:mulliken_charge:R:1 method="wB97M-V/def2-TZVPD" spin_multiplicity=3 relative_energy_kcal_mol=113.4 charge=+1 largest_force_ev_per_a=8.309 lumo_ev="-3.942 / -9.334"
N -1.073 0.396 -0.501 -0.36
N 1.316 -0.409 0.604 -0.05
C -1.869 0.116 0.505 -0.06
C -2.439 -0.358 -0.839 -0.35
C 1.219 0.575 1.469 -0.59
C 1.595 -0.128 -0.798 -0.54
H 2.296 -0.808 -1.350 0.33
H 0.892 0.355 2.438 0.44
H -3.049 0.192 -1.577 0.27
H 1.817 1.508 1.241 0.23
H 0.783 -1.247 0.628 0.30
H 0.495 0.045 -1.103 0.43
H 1.998 0.952 -1.114 0.30
H -2.164 -1.368 -1.164 0.23
H -1.815 0.180 1.563 0.41

***

(8)
48
Properties=species:S:1:pos:R:3:mulliken_charge:R:1 method="wB97M-V/def2-TZVPD" relative_energy_kcal_mol=0.0 smiles="CCOS(C)(=O)=O.CC#N.CCO.CCO.CCO" charge=0 largest_force_ev_per_a=0.967 lumo_ev=0.310
S 1.961 0.815 -2.037 1.21
O 2.328 1.644 -0.947 -0.63
O 0.383 0.798 -2.061 -0.25
O 3.537 -2.956 1.916 -0.57
O 2.432 -0.531 -2.117 -0.63
O -3.826 4.735 3.348 -0.52
O -0.750 -3.351 -0.104 -0.52
N -1.719 -0.648 0.942 -0.67
C -2.452 4.730 2.949 -0.22
C -2.337 4.316 1.488 -0.83
C -0.282 -0.369 -2.657 -0.21
C -1.732 -3.772 -1.042 0.20
C 3.221 -1.597 1.628 0.41
C 0.383 0.758 1.593 0.08
C 3.235 -0.836 2.935 -1.24
C 2.322 1.655 -3.543 -1.01
C -1.514 -5.237 -1.351 -1.36
C -1.761 -0.130 -2.527 -1.21
C -0.806 -0.016 1.228 0.58
H 0.030 -1.254 -2.106 0.31
H -0.542 -5.396 -1.815 0.32
H -4.046 5.598 3.704 0.30
H -3.149 4.750 0.907 0.34
H -1.549 -5.822 -0.430 0.32
H -0.967 -2.452 0.166 0.22
H -2.375 3.231 1.366 0.13
H 0.066 -0.458 -3.686 0.45
H -1.931 4.026 3.601 0.18
H 3.349 -3.486 1.137 0.32
H 2.362 -1.110 3.525 0.29
H 1.109 0.677 0.792 -0.22
H 2.220 -1.550 1.180 -0.11
H -1.980 0.200 -1.515 0.24
H 2.038 2.698 -3.419 0.34
H 3.919 -1.168 0.902 0.23
H -2.313 -1.043 -2.748 0.35
H 3.390 1.582 -3.726 0.37
H 1.717 1.210 -4.328 0.31
H 0.776 0.287 2.495 0.08
H -2.309 -5.597 -2.004 0.37
H 4.125 -1.094 3.511 0.37
H -2.010 5.719 3.097 0.32
H -1.392 4.633 1.038 0.31
H -2.742 -3.631 -0.640 0.30
H -2.114 0.620 -3.238 0.38
H 0.083 1.778 1.818 0.20
H -1.660 -3.193 -1.973 0.05
H 3.272 0.238 2.750 0.33

***

(9)
47
Properties=species:S:1:pos:R:3:mulliken_charge:R:1 method="wB97M-V/def2-TZVPD" relative_energy_kcal_mol=8.9 smiles="CCOC(=O)C1CCN(Cc2ccc(N(C)C)cc2)CC1" charge=0 largest_force_ev_per_a=0.545 lumo_ev=0.917
O 3.783 -1.562 -0.553 -0.59
O 4.979 0.206 0.129 -0.25
N 0.608 0.830 0.529 0.27
N -5.527 -0.463 -0.592 0.05
C 3.934 -0.370 -0.479 0.26
C 1.863 1.340 1.039 -0.70
C -3.539 0.918 -0.403 -0.26
C -2.442 -0.858 1.393 -1.14
C 0.841 -0.331 -0.311 -0.52
C 6.964 -1.131 -0.337 -1.11
C 5.957 -0.662 0.703 -0.29
C 1.685 0.047 -1.524 -1.25
C -0.343 0.537 1.590 -1.20
C -6.355 -1.499 -0.023 -1.11
C -6.192 0.580 -1.334 -1.11
C -1.710 0.261 1.029 0.15
C -3.703 -1.092 0.881 -0.26
C -4.287 -0.211 -0.039 1.39
C -2.284 1.143 0.122 -0.75
C 3.010 0.672 -1.087 0.22
C 2.731 1.824 -0.119 -1.23
H -7.293 -1.551 -0.572 0.34
H 1.874 -0.846 -2.120 0.38
H -6.583 -1.319 1.035 0.36
H 1.135 0.768 -2.129 0.46
H 6.441 -0.069 1.482 0.33
H -5.610 0.845 -2.219 0.31
H -3.937 1.635 -1.102 0.30
H 1.350 -1.135 0.250 0.28
H 2.191 2.607 -0.654 0.45
H 7.435 -0.277 -0.817 0.30
H 5.448 -1.523 1.150 0.33
H -4.228 -1.975 1.206 0.30
H -0.013 -0.317 2.210 0.32
H 3.544 1.061 -1.963 0.42
H -6.350 1.485 -0.734 0.36
H 7.728 -1.737 0.142 0.37
H -0.393 1.420 2.238 0.39
H -1.726 2.017 -0.179 0.41
H -0.128 -0.710 -0.643 0.44
H -7.162 0.220 -1.672 0.34
H 6.463 -1.730 -1.094 0.31
H -2.024 -1.564 2.097 0.31
H 2.414 0.571 1.616 0.33
H -5.862 -2.469 -0.114 0.32
H 1.652 2.177 1.710 0.46
H 3.665 2.236 0.262 0.50

***

(10)
48
Properties=species:S:1:pos:R:3:mulliken_charge:R:1 method="wB97M-V/def2-TZVPD" relative_energy_kcal_mol=14.9 smiles="COC(=O)c1ccc(NC(=O)CN2CCN(c3ccccn3)CC2)cc1" charge=0 largest_force_ev_per_a=0.552 lumo_ev=0.546
O -7.632 -1.319 -0.550 -0.30
O -0.828 -0.255 -1.187 -0.65
O -8.111 0.142 1.082 -0.62
N 4.316 -0.167 -1.061 0.08
N 5.274 -1.615 0.439 -0.34
N -1.822 1.027 0.416 -0.07
N 1.678 0.801 -0.635 0.17
C 2.820 1.691 -0.550 -0.51
C 3.177 -1.060 -1.118 -1.11
C 6.245 -1.958 1.264 -0.45
C -7.303 -0.373 0.345 0.70
C -4.057 1.262 1.225 -0.45
C 5.313 -0.420 -0.160 1.01
C -5.863 -0.042 0.322 0.09
C -3.630 -0.323 -0.539 -0.54
C -4.969 -0.659 -0.550 -0.75
C 2.050 -0.544 -0.224 -0.46
C -9.001 -1.688 -0.583 -0.65
C -5.391 0.924 1.211 -0.97
C 6.375 0.473 0.083 -0.51
C -0.758 0.584 -0.325 0.64
C 0.530 1.301 0.080 -1.14
C 3.931 1.163 -1.464 -1.20
C -3.161 0.642 0.351 0.98
C 7.321 -1.148 1.569 -0.46
C 7.374 0.097 0.952 -0.57
H -9.312 -2.081 0.388 0.29
H -5.330 -1.406 -1.238 0.43
H 0.405 2.361 -0.168 0.43
H 8.088 -1.469 2.255 0.38
H 4.780 1.844 -1.454 0.44
H 3.208 1.764 0.484 0.30
H -2.942 -0.801 -1.215 0.55
H -1.630 1.738 1.109 0.21
H 6.424 1.435 -0.402 0.21
H 8.196 0.771 1.150 0.39
H 3.542 1.103 -2.485 0.37
H 2.518 2.688 -0.880 0.50
H -9.093 -2.450 -1.352 0.23
H -3.697 2.012 1.916 0.32
H 6.139 -2.942 1.706 0.38
H -6.092 1.396 1.882 0.45
H 2.826 -1.099 -2.152 0.33
H 0.648 1.220 1.180 0.37
H 1.181 -1.191 -0.330 0.39
H -9.622 -0.822 -0.823 0.29
H 2.388 -0.561 0.829 0.33
H 3.496 -2.047 -0.790 0.50

***

(11)
17
Properties=species:S:1:pos:R:3:mulliken_charge:R:1 method="wB97M-V/def2-TZVPD" spin_multiplicity=2 relative_energy_kcal_mol=0.0 charge=0 largest_force_ev_per_a=0.563 lumo_ev="1.034 / -1.785"
S -1.376 -1.832 -0.823 -0.10
C 1.138 0.821 0.843 -0.87
C 1.628 -0.286 0.319 0.42
C 3.019 -0.419 -0.221 -1.11
C -2.410 0.725 -0.565 -1.00
C -2.351 -0.651 0.111 -0.45
H -1.962 -0.606 1.122 0.29
H -3.354 -1.082 0.179 0.35
H 3.034 -1.056 -1.106 0.30
H 0.975 -1.151 0.249 0.15
H 3.702 -0.817 0.526 0.27
H 0.122 0.869 1.217 0.26
H -1.410 1.041 -0.855 0.31
H 1.721 1.730 0.917 0.24
H -2.836 1.488 0.086 0.29
H 3.397 0.554 -0.546 0.31
H -3.036 0.673 -1.453 0.34

***

(12)
10
Properties=species:S:1:pos:R:3:mulliken_charge:R:1 method="wB97M-V/def2-TZVPD" relative_energy_kcal_mol=9.7 charge=-1 largest_force_ev_per_a=5.513 lumo_ev=3.851
S -0.503 -0.268 0.214 1.16
O -0.036 0.683 1.164 -0.54
O -1.738 1.957 -0.169 -0.51
O -1.180 -1.435 0.890 -0.65
O 2.560 0.620 -0.367 -0.51
O 0.128 -0.632 -1.062 -0.59
O -2.747 0.355 -1.236 -0.58
N 2.496 -0.364 0.234 0.79
N -1.851 0.758 -0.463 0.73
N 2.319 -1.279 0.842 -0.29

***

(13)
15
Properties=species:S:1:pos:R:3:mulliken_charge:R:1 method="wB97M-V/def2-TZVPD" spin_multiplicity=3 relative_energy_kcal_mol=39.7 charge=+2 largest_force_ev_per_a=7.031 lumo_ev="-9.063 / -11.885"
O 0.485 -1.524 -0.050 -0.35
N -2.221 -0.803 0.212 -0.21
N 2.877 0.995 0.225 -0.29
N 1.632 -1.103 -0.179 0.12
N -0.951 1.053 -0.277 -0.36
C -2.107 0.613 -0.159 -0.11
C 2.167 0.036 -0.138 0.46
H -0.871 2.032 -0.535 0.28
H -2.553 -0.906 1.183 0.41
H -1.260 -1.223 0.137 0.25
H -3.064 1.122 -0.285 0.41
H 3.253 1.096 1.182 0.31
H 2.348 -1.824 -0.496 0.34
H 3.151 1.741 -0.426 0.31
H -2.887 -1.306 -0.393 0.43